# 1
ORCA calculation (wB97M-V/def2-TZVPD) on C32H51N6PdSSbSi3 as an isolated structure.

Output
expectation value of S² = 2.007
maximum force = 0.588 eV/A
HOMO (spin up / spin down) = -0.247 / -0.271 Eh
energy = -3213.35333 hartree
2S+1 = 3

```
95
C32H51N6PdSSbSi3 | OMol25 | wB97M-V/def2-TZVPD
Pd -0.15355 -0.11351 -0.08238
C -1.42760 -2.69276 5.41827
C 0.00155 -2.68912 4.89252
N 0.08181 -2.83844 3.44794
C -0.18203 -1.81933 2.59093
S -0.35048 -2.27891 0.91961
N -0.29006 -0.62016 3.10548
N -0.45086 0.36450 2.17358
C -0.77316 1.51994 2.62831
C -1.00122 1.77038 4.08818
C -0.87734 2.62434 1.64491
C -0.79397 3.95421 2.04852
C -0.87042 4.95569 1.09489
C -1.03042 4.60589 -0.23342
C -1.09167 3.25743 -0.55026
N -1.02324 2.28956 0.35676
H -1.43942 -2.56463 6.50199
H -1.92895 -3.63292 5.18227
H -1.99365 -1.87790 4.96714
H 0.57774 -3.50201 5.33674
H 0.49488 -1.75456 5.15345
H -0.01803 -3.76115 3.05825
H -1.52846 0.92171 4.51825
H -1.57704 2.67769 4.25665
H -0.04971 1.84724 4.62115
H -0.65534 4.20349 3.09055
H -0.80314 5.99485 1.39066
H -1.09967 5.34986 -1.01474
H -1.19773 2.93946 -1.57817
C 1.34031 -1.92168 -4.51079
Sb 0.75995 -2.04131 -2.42775
C -0.14523 -0.09716 -2.24092
C 0.55975 1.07777 -2.80056
C 0.52943 1.36288 -4.17884
C 1.12337 2.50874 -4.66600
C 1.75198 3.37106 -3.77713
C 1.73904 3.02554 -2.43848
N 1.16520 1.92621 -1.95258
Si -1.94411 -0.28986 -2.72576
C -2.91916 -1.08719 -1.33278
C -2.77269 1.35987 -3.09562
C -2.25135 -1.37370 -4.24148
C 2.80314 -2.10488 -1.48376
C 2.87109 -1.39151 -0.16342
C 3.77818 -1.78293 0.83276
C 3.99918 -0.99058 1.93870
C 3.34272 0.22817 2.04010
C 2.42477 0.53310 1.06026
N 2.15072 -0.27089 0.02458
Si 3.08979 -4.00431 -1.34947
C 4.87712 -4.55952 -1.08924
C 2.57600 -4.87650 -2.93410
C 2.10702 -4.75442 0.05296
Si 4.22958 -1.32467 -2.49632
C 4.74139 -2.31995 -4.00773
C 3.88154 0.42728 -3.03347
C 5.78950 -1.16661 -1.45422
H 0.40600 -1.77186 -5.05385
H 1.78478 -2.85415 -4.85435
H 2.00606 -1.09076 -4.73550
H 0.02686 0.67789 -4.84974
H 1.09608 2.72976 -5.72621
H 2.23421 4.28109 -4.10702
H 2.21516 3.67138 -1.70573
H -2.88635 -0.50817 -0.40502
H -2.57893 -2.09828 -1.10357
H -3.96845 -1.14520 -1.64295
H -3.04083 1.87682 -2.17167
H -3.70314 1.16272 -3.63566
H -2.17000 2.03211 -3.70926
H -1.83113 -2.37594 -4.12736
H -1.84964 -0.94011 -5.16148
H -3.33074 -1.48611 -4.38007
H 4.33619 -2.69832 0.71446
H 4.70156 -1.30832 2.69921
H 3.51127 0.90803 2.86315
H 1.85656 1.45535 1.09474
H 5.56418 -4.22603 -1.86645
H 4.85065 -5.65343 -1.12884
H 5.30706 -4.29078 -0.12358
H 3.07295 -4.48927 -3.82333
H 1.49824 -4.85442 -3.10189
H 2.86640 -5.92626 -2.82788
H 2.26513 -4.23681 1.00070
H 2.41531 -5.79773 0.17208
H 1.03669 -4.73080 -0.15288
H 3.96081 -2.42596 -4.75694
H 5.12098 -3.31305 -3.76706
H 5.56407 -1.76301 -4.46814
H 3.02104 0.54005 -3.69045
H 4.76425 0.79936 -3.56332
H 3.71972 1.06464 -2.16269
H 6.12691 -2.09847 -1.00185
H 5.67655 -0.42417 -0.66254
H 6.58364 -0.81589 -2.12122
```

***

# 2
ORCA calculation (wB97M-V/def2-TZVPD) on a 8-piece molecular cluster, C32H51O17PS2 overall.

Output
SMILES = O=S1(=O)OCCC[C@@H]1[PH2]=S.O=C1CCCO1.O=C1CCCO1.O=C1CCCO1.O=C1CCCO1.O=C1CCCO1.O=C1CCCO1.O=C1CCCO1
maximum force = 0.398 eV/A
HOMO = -0.307 Eh
energy above the lowest of the compared OMol25 structures with the same formula, charge and spin = 1.6 kcal/mol
energy = -3666.84083 hartree

```
103
C32H51O17PS2 | OMol25 | wB97M-V/def2-TZVPD
O 0.45310 4.04497 -2.26146
S -0.00627 3.31503 -3.39132
O -0.16776 3.93568 -4.67344
O -1.39375 2.69804 -2.93342
C -1.80022 1.43974 -3.52086
C -0.92680 0.28335 -3.01504
C 0.46786 0.77993 -2.61148
C 0.93527 1.81713 -3.64612
P 2.76228 2.05744 -3.63787
S 3.65596 2.95980 -2.19062
H -2.84738 1.33176 -3.25903
H -1.75614 1.53560 -4.60831
H -0.82337 -0.41634 -3.85036
H -1.38966 -0.26496 -2.19462
H 1.17791 -0.04374 -2.54570
H 0.44668 1.27789 -1.64253
H 0.67600 1.48275 -4.65558
H 2.95576 2.58953 -4.92315
H 3.11355 0.70930 -3.80930
O -4.60260 1.99280 -4.68095
C -4.34754 3.13875 -4.93469
C -4.34936 4.33352 -4.00208
C -4.30349 5.51847 -4.96372
C -3.57022 4.91926 -6.15928
O -3.94738 3.52234 -6.16161
H -3.44979 4.26592 -3.38516
H -5.22061 4.29891 -3.35305
H -3.80369 6.39938 -4.56779
H -5.31686 5.79940 -5.25459
H -2.48561 4.97121 -6.04528
H -3.86099 5.33884 -7.11564
O 3.21926 -0.83340 -1.58718
C 2.91069 -0.65593 -0.44040
C 3.33080 -1.42751 0.79300
C 2.27911 -1.01735 1.82292
C 1.88799 0.37253 1.34168
O 2.05956 0.33115 -0.08675
H 4.33712 -1.10426 1.06772
H 3.35621 -2.49465 0.59112
H 2.63054 -1.02142 2.85282
H 1.41491 -1.67941 1.75758
H 2.54345 1.15338 1.73408
H 0.85285 0.62527 1.54915
O -0.96737 -0.33118 2.75723
C -1.34267 0.65343 3.32879
C -2.53105 1.53736 3.00457
C -2.23335 2.81485 3.78498
C -1.40717 2.27921 4.94728
O -0.70069 1.13751 4.41397
H -3.42968 1.03008 3.36237
H -2.61389 1.66946 1.92908
H -3.11270 3.35741 4.12246
H -1.62660 3.48676 3.17669
H -2.03734 1.93871 5.76835
H -0.67471 2.98762 5.32480
O 4.50875 -4.52581 1.83052
C 3.52459 -4.81091 2.45098
C 3.41988 -5.51723 3.78479
C 1.95659 -5.94872 3.83214
C 1.29047 -4.87470 2.97715
O 2.28403 -4.50697 2.00085
H 3.66504 -4.79867 4.57000
H 4.12345 -6.34226 3.81971
H 1.54002 -6.01100 4.83473
H 1.84587 -6.92407 3.35698
H 1.03258 -3.98283 3.55273
H 0.40991 -5.21584 2.43899
O -2.79726 3.76412 7.32796
C -1.83136 3.68088 8.02956
C -1.63216 2.80587 9.25229
C -0.40691 3.42407 9.92126
C 0.32949 4.01876 8.72446
O -0.70355 4.38714 7.79081
H -1.44378 1.78772 8.90430
H -2.53212 2.80490 9.86064
H 0.20414 2.71875 10.47961
H -0.71584 4.22060 10.59890
H 0.98170 3.29035 8.23803
H 0.90324 4.91284 8.95286
O 4.59223 -9.79954 4.87723
C 5.40739 -9.42049 4.09082
C 6.74904 -10.03352 3.73619
C 7.47130 -8.89777 3.01509
C 6.30561 -8.11546 2.41780
O 5.21964 -8.30198 3.34586
H 6.56045 -10.88776 3.08272
H 7.24352 -10.39002 4.63550
H 8.18391 -9.22607 2.26205
H 8.00072 -8.27619 3.73813
H 5.99426 -8.50984 1.44863
H 6.48276 -7.04674 2.32477
O -4.51219 4.86706 -9.18184
C -4.92329 3.80553 -9.55103
C -4.18835 2.48194 -9.59968
C -5.08031 1.62386 -10.49232
C -6.45209 2.24213 -10.23799
O -6.19756 3.63251 -9.97014
H -4.13254 2.10782 -8.57477
H -3.17725 2.62951 -9.96926
H -5.05209 0.56069 -10.26479
H -4.80229 1.75797 -11.53853
H -6.94000 1.81186 -9.36095
H -7.12980 2.18622 -11.08602
```

***

Q: Which formula does entry 2 have?
A: C32H51O17PS2

***

Q: Among the records above, which one has the highest maximum force?
A: C32H51N6PdSSbSi3